# 1
{
  "formula": "C11H30NO10S4V",
  "method": "wB97M-V/def2-TZVPD",
  "elements": ["V", "N", "O", "O", "O", "C", "S", "O", "C", "H", "H", "H", "H", "H", "H", "C", "S", "O", "C", "H", "H", "H", "H", "H", "H", "C", "S", "O", "C", "H", "H", "H", "H", "H", "H", "C", "S", "O", "C", "H", "H", "H", "H", "H", "H", "C", "O", "C", "O", "O", "C", "H", "H", "H", "H", "H", "H"],
  "coordinates": [[-2.5403, 2.0261, 2.4008], [-0.9526, -0.5057, 0.8048], [0.1934, -0.8895, 1.1142], [-1.6306, 0.1362, 1.6769], [-1.4330, -0.6991, -0.3288], [2.4553, 0.2424, -3.8703], [1.6628, 0.9530, -2.3786], [0.8829, 2.1261, -2.9038], [0.4943, -0.3899, -2.1148], [2.7282, 1.1586, -4.3910], [1.7128, -0.3325, -4.4124], [3.3416, -0.3287, -3.6065], [-0.0681, -0.6552, -3.0127], [-0.2441, -0.0958, -1.3593], [0.8231, -1.3456, -1.6963], [1.6312, 3.7590, 3.0425], [0.9591, 2.1748, 2.4927], [-0.5268, 2.4486, 2.6834], [1.3184, 2.4056, 0.7376], [1.0150, 4.5927, 2.7215], [2.6519, 3.8636, 2.6704], [1.7146, 3.7174, 4.1278], [0.7206, 3.2378, 0.3558], [0.9755, 1.5447, 0.1670], [2.3540, 2.6221, 0.4856], [-2.6111, 4.3252, -1.3557], [-1.8904, 2.6544, -1.1158], [-1.9461, 2.4399, 0.3832], [-3.2771, 1.7362, -1.8899], [-3.6270, 4.3963, -0.9814], [-2.4515, 4.6760, -2.3727], [-1.9449, 4.9284, -0.7323], [-4.0634, 1.2898, -1.2795], [-2.8905, 0.9304, -2.5133], [-3.8234, 2.4114, -2.5522], [-1.7319, -1.3035, 4.5682], [-3.4129, -0.6534, 4.5202], [-3.4841, 0.4909, 3.5130], [-4.2660, -2.0735, 3.7292], [-1.0214, -0.5944, 4.9879], [-1.4106, -1.6047, 3.5677], [-1.5971, -2.2156, 5.1559], [-5.3079, -1.7943, 3.8502], [-3.9989, -2.9799, 4.2638], [-3.9330, -2.1026, 2.6937], [2.1875, -2.6561, -0.1391], [2.8828, -3.8114, -0.5491], [3.1989, -3.8535, -1.8553], [2.9242, -2.9818, -2.6511], [3.8230, -4.9748, -2.1141], [4.2940, -5.2766, -3.4030], [2.8193, -2.0115, 0.4803], [1.4342, -2.9327, 0.6013], [1.6685, -2.0926, -0.9018], [3.8481, -6.2109, -3.7461], [5.3721, -5.4141, -3.4520], [3.9974, -4.5078, -4.1169]],
  "energy_ha": -3780.57154,
  "relative_energy_ev": 0.0000,
  "multiplicity": 4,
  "charge": 1,
  "orbital_gap_ev": [7.30, 7.22],
  "s_squared": 3.754
}

=====

# 2
{
  "formula": "C11H31AgO13",
  "method": "wB97M-V/def2-TZVPD",
  "elements": ["Ag", "O", "C", "O", "O", "H", "C", "C", "O", "O", "H", "H", "H", "H", "H", "H", "C", "C", "O", "O", "H", "H", "H", "H", "H", "H", "C", "C", "O", "O", "H", "H", "H", "H", "H", "H", "C", "C", "O", "O", "H", "H", "H", "H", "H", "H", "C", "C", "O", "O", "H", "H", "H", "H", "H", "H"],
  "coordinates": [[1.6616, -1.5823, -2.3642], [-1.1474, -1.3028, 0.4611], [-0.0397, -0.5874, 0.5140], [0.5207, -0.3476, -0.5658], [0.2787, -0.1031, 1.6069], [-1.4584, -1.4580, 1.3560], [0.8248, -4.9079, -2.2076], [0.0507, -4.5829, -0.9415], [-0.8104, -3.4477, -1.2623], [1.9211, -4.0306, -2.3087], [0.1709, -4.7755, -3.0695], [1.0748, -5.9607, -2.0767], [0.7384, -4.4035, -0.1151], [-0.4550, -5.4808, -0.5864], [-0.9580, -2.9652, -0.4456], [2.6981, -4.2049, -1.7724], [1.9486, 2.5936, 0.4272], [2.3664, 4.0875, 0.2007], [3.5389, 4.3208, 0.9679], [1.5500, 2.3976, 1.7623], [2.8680, 2.0350, 0.2519], [1.2536, 2.2536, -0.3406], [1.5225, 4.7225, 0.4703], [2.5967, 4.3269, -0.8375], [4.2573, 3.8843, 0.5041], [1.1135, 1.5435, 1.7230], [0.0720, 1.3071, -3.6999], [0.3488, 0.1812, -4.6703], [0.0035, -1.0745, -4.2214], [-1.3156, 1.3977, -3.9568], [0.6950, 2.1886, -3.8517], [0.3993, 1.0283, -2.6982], [1.4263, 0.1902, -4.8348], [-0.0165, 0.2618, -5.6941], [-0.2463, -1.6472, -4.9502], [-1.5583, 0.5994, -3.4820], [-3.6949, 1.2234, -0.0927], [-2.3218, 1.7286, 0.3181], [-2.2785, 3.0941, 0.7376], [-4.5535, 1.2649, 1.0748], [-3.6403, 0.1804, -0.4042], [-4.1231, 1.7535, -0.9434], [-1.8458, 1.8962, -0.6480], [-1.8063, 1.0931, 1.0383], [-1.7451, 3.6746, 0.1899], [-4.2111, 1.9952, 1.5954], [0.0578, -1.2656, 5.1811], [0.4064, 0.2206, 5.1669], [-0.4036, 0.9456, 4.1547], [0.6358, -1.8476, 4.0074], [-1.0157, -1.4461, 5.2356], [0.4828, -1.6873, 6.0920], [1.4373, 0.5641, 5.0808], [0.2306, 0.5897, 6.1773], [-0.3548, 0.6288, 3.2498], [0.8488, -1.0632, 3.4966]],
  "energy_ha": -1562.64408,
  "orbital_gap_ev": 7.78
}

=====

# 3
{
  "formula": "C11H31BF4N2O7",
  "method": "wB97M-V/def2-TZVPD",
  "elements": ["N", "H", "H", "H", "H", "N", "H", "H", "H", "H", "C", "C", "C", "O", "H", "H", "H", "H", "H", "H", "H", "B", "F", "F", "F", "F", "C", "C", "O", "C", "O", "O", "C", "H", "H", "H", "H", "H", "H", "H", "H", "C", "C", "O", "C", "O", "O", "C", "H", "H", "H", "H", "H", "H", "H", "H"],
  "coordinates": [[8.1126, -17.1849, -22.5252], [8.7457, -16.4587, -22.2221], [8.0829, -17.1350, -23.5335], [7.1499, -17.1536, -22.2214], [8.5279, -18.0545, -22.2228], [6.8249, -21.6241, -22.7961], [7.5596, -21.2288, -23.3654], [5.9974, -21.5945, -23.3744], [6.5778, -20.9349, -22.1003], [7.0537, -22.5754, -22.5455], [8.1301, -20.0889, -19.6643], [6.6523, -19.9246, -19.5483], [6.3957, -18.7567, -18.7226], [6.0888, -19.6714, -20.8803], [8.6175, -19.3002, -20.2375], [8.4082, -21.0163, -20.1650], [8.5065, -20.0535, -18.6420], [6.3255, -20.7813, -18.9589], [6.8748, -18.8832, -17.7518], [5.3741, -18.4896, -18.4521], [6.7830, -17.8193, -19.1219], [9.7413, -19.9118, -23.1750], [9.6393, -21.1321, -22.4684], [9.7228, -18.9944, -22.1654], [10.9498, -19.8158, -23.8260], [8.6937, -19.7770, -24.0519], [7.3487, -27.8158, -23.4680], [7.2918, -26.4678, -22.7314], [8.6462, -26.1224, -22.2905], [8.9851, -24.8647, -21.9252], [8.2362, -23.9040, -21.9383], [10.2291, -24.8140, -21.5490], [10.7683, -23.6819, -20.9552], [7.5213, -28.5663, -22.6966], [8.1348, -27.7772, -24.2220], [6.4660, -27.9738, -24.0877], [6.5767, -26.5166, -21.9102], [6.8957, -25.7087, -23.4058], [10.5689, -22.7336, -21.4543], [11.8573, -23.6682, -20.9110], [10.2312, -23.6425, -20.0075], [13.2206, -17.9186, -25.6402], [13.9903, -17.8040, -27.0356], [14.7839, -16.6051, -27.2355], [14.2663, -15.3368, -27.2202], [13.0605, -15.1470, -26.8928], [15.1751, -14.3890, -27.4930], [14.7984, -13.0652, -27.7223], [14.0030, -17.5947, -24.9540], [12.8890, -18.9312, -25.4101], [12.4606, -17.1595, -25.4553], [13.2518, -17.8642, -27.8350], [14.5523, -18.7300, -27.1570], [13.9289, -12.7377, -27.1524], [14.7582, -12.8494, -28.7900], [15.5401, -12.4108, -27.2643]],
  "energy_ha": -1498.36114,
  "orbital_gap_ev": 6.79
}

=====

# 4
{
  "formula": "C11H31CoN6O2",
  "method": "wB97M-V/def2-TZVPD",
  "elements": ["Co", "N", "C", "C", "C", "N", "C", "C", "N", "C", "H", "H", "H", "H", "H", "H", "H", "H", "H", "H", "H", "H", "H", "H", "H", "H", "N", "C", "C", "C", "O", "O", "H", "H", "H", "H", "H", "H", "N", "C", "C", "N", "H", "H", "H", "H", "H", "H", "H", "H", "H"],
  "coordinates": [[0.0395, 0.4195, -0.5885], [2.3135, -1.8282, 4.0780], [1.4551, -1.6710, 2.7991], [0.0375, -1.3491, 3.2136], [-0.5261, 0.0130, 2.7397], [-1.0365, 0.0409, 1.3147], [0.5162, 1.1140, 2.9148], [1.6932, 0.8550, 1.9861], [1.3269, 1.4447, 0.5756], [2.0428, -0.6449, 1.8339], [1.9078, -2.6439, 4.5993], [2.2556, -0.9822, 4.6336], [3.2993, -1.9817, 3.7877], [1.4610, -2.6749, 2.3330], [-0.1061, -1.3662, 4.3142], [-0.5822, -2.1854, 2.8370], [-1.3674, 0.2426, 3.3918], [-1.9276, 0.5638, 1.3603], [-1.2730, -0.9061, 0.9876], [0.8304, 1.1531, 3.9842], [0.1411, 2.1469, 2.7306], [2.6337, 1.3603, 2.3326], [2.1824, 1.5866, -0.0020], [0.8687, 2.3514, 0.7504], [3.1308, -0.7046, 1.7155], [1.6758, -0.9840, 0.8605], [1.7900, -0.4954, -1.9107], [1.2504, -1.4188, -2.8829], [0.6779, -2.6816, -2.1598], [-0.1209, -2.3348, -0.8878], [-0.0235, -3.0043, 0.1317], [-0.9336, -1.2559, -1.0241], [2.3361, 0.2279, -2.4042], [2.5103, -0.9311, -1.3120], [2.0052, -1.7858, -3.5865], [0.4250, -0.9566, -3.4675], [1.5293, -3.3488, -1.8223], [0.1697, -3.2949, -2.9084], [-4.2425, 2.4595, -3.3577], [-2.7132, 2.5798, -3.3060], [-2.2121, 1.5158, -2.3600], [-0.8079, 1.7316, -1.9930], [-4.6791, 2.8719, -4.2091], [-4.6841, 2.8809, -2.5297], [-4.4728, 1.4362, -3.3138], [-2.4503, 3.6099, -3.1290], [-2.3560, 2.4043, -4.3390], [-2.2787, 0.5083, -2.8335], [-2.7775, 1.5465, -1.3886], [-0.6719, 2.6861, -1.6397], [-0.2624, 1.6797, -2.8498]],
  "energy_ha": -2298.00092,
  "relative_energy_ev": 0.0000,
  "multiplicity": 5,
  "charge": 4,
  "orbital_gap_ev": [10.30, 5.83],
  "s_squared": 6.013
}